Density functional theory data (ωB97M-V with the def2-TZVPD basis set) for a molecular structure, C44H69Cl2InN2O27 in a non-equilibrium geometry.

The calculation puts the orbital gap at 0.3462 Eh. The value obtained for the molar mass is 1243.75 Da. The value obtained for the LUMO energy is -0.468 eV. As for the HOMO energy: -9.9 eV. As for the charge: 0. For the total energy, the calculation gives -4969.3191 a.u.

Geometry as XYZ:
```
145
Properties=species:S:1:pos:R:3:lowdin_charge:R:1
In -19.74906 -4.67495 12.15994 1.062
N -16.83532 -4.61449 11.71481 -0.513
O -17.65348 -3.86946 12.42122 -0.092
O -15.64915 -4.39941 11.66235 0.069
O -17.35797 -5.55572 11.06577 -0.037
N -21.30107 -3.35446 10.21876 -0.503
O -21.90918 -2.83649 9.34704 0.097
O -20.12724 -3.80506 10.03878 -0.035
O -21.76247 -3.50083 11.40272 -0.073
C -19.68238 -7.51693 10.09953 -0.047
C -20.61672 -7.60579 11.32090 -0.534
C -20.00890 -8.46134 12.40311 -0.054
O -20.90233 -6.30965 11.72899 -0.276
H -20.14109 -8.01123 9.25784 0.065
H -18.74926 -8.09672 10.29740 0.073
H -19.41218 -6.45548 9.75772 0.081
H -21.63576 -7.99427 11.07826 0.146
H -20.79643 -9.06671 12.91578 0.093
H -19.32101 -7.91045 12.99443 0.052
H -19.35878 -9.25229 12.04462 0.069
C -15.16984 -8.26475 13.44115 -1.020
Cl -16.30551 -7.09619 14.19819 0.510
Cl -15.59271 -8.49510 11.79186 0.574
H -14.15750 -7.84398 13.49209 0.037
H -15.17846 -9.13691 14.04802 0.016
O -20.25535 3.93316 12.52668 0.092
C -20.12387 4.42024 11.43721 -0.505
O -20.93986 5.46036 11.05875 0.007
C -20.54666 5.84742 9.66790 -0.120
C -19.10157 5.39672 9.51053 -0.126
C -19.13449 4.08582 10.38215 -0.072
H -20.76458 6.90216 9.60847 0.120
H -21.16018 5.24959 9.00546 0.092
H -18.39519 6.06758 10.03010 0.121
H -18.88559 5.17498 8.47696 0.112
H -18.15377 3.81939 10.80675 0.131
H -19.46752 3.29524 9.70204 0.118
O -16.66179 0.69791 8.81137 0.134
C -16.06017 -0.04788 9.50230 -0.446
O -16.38056 -0.26964 10.87133 -0.034
C -15.66831 -1.44021 11.35987 -0.147
C -14.50060 -1.72102 10.37959 -0.122
C -14.86930 -0.87266 9.13080 -0.073
H -16.39171 -2.26825 11.42063 0.095
H -15.19139 -1.22530 12.33794 0.125
H -14.39998 -2.75542 10.09330 0.084
H -13.52114 -1.34521 10.73705 0.122
H -15.08564 -1.56585 8.29674 0.119
H -14.08875 -0.14126 8.77677 0.152
O -27.02605 -5.39328 7.08636 0.121
C -26.03586 -4.85736 6.70308 -0.536
O -24.83529 -5.34758 7.11523 0.013
C -23.78519 -4.32393 6.84716 -0.105
C -24.43762 -3.28187 5.92733 -0.161
C -25.85930 -3.78951 5.68153 -0.074
H -22.98923 -4.80374 6.34582 0.105
H -23.44655 -3.87075 7.75423 0.079
H -23.87590 -3.12123 4.97146 0.123
H -24.54313 -2.31603 6.41085 0.087
H -25.79456 -4.35085 4.73954 0.137
H -26.66341 -3.05481 5.74777 0.135
O -13.53649 -7.48622 5.40227 0.136
C -13.99660 -6.95531 6.35528 -0.507
O -13.46686 -7.16157 7.58216 0.015
C -14.31201 -6.50879 8.58111 -0.137
C -14.87589 -5.26690 7.86352 -0.148
C -15.02338 -5.84790 6.45908 -0.074
H -13.69823 -6.08252 9.38279 0.122
H -14.94491 -7.32979 8.91908 0.110
H -14.09720 -4.54277 7.94209 0.101
H -15.77054 -4.87794 8.31192 0.103
H -14.90055 -5.09657 5.64541 0.141
H -15.98505 -6.32501 6.43119 0.120
O -19.95369 -2.11351 12.84840 0.049
C -19.06478 -1.54492 13.46906 -0.396
O -18.38501 -2.05428 14.52965 0.023
C -17.55055 -1.03158 15.14235 -0.105
C -17.27908 0.05899 14.09697 -0.116
C -18.50263 -0.10114 13.21101 -0.050
H -16.74083 -1.51582 15.58689 0.112
H -18.15205 -0.58995 15.90227 0.118
H -16.41409 -0.09534 13.43683 0.084
H -17.18678 1.03942 14.64290 0.140
H -18.16933 -0.16211 12.18484 0.097
H -19.30391 0.63534 13.16070 0.127
O -15.11881 -1.17003 4.43773 0.044
C -16.35148 -0.99065 4.65608 -0.385
O -17.20121 -0.68860 3.61127 0.019
C -18.53874 -0.82630 4.12602 -0.167
C -18.49248 -0.50708 5.60049 -0.161
C -17.11486 -1.06906 6.02119 -0.056
H -18.84227 -1.89130 4.00523 0.136
H -19.26331 -0.24851 3.58710 0.118
H -19.37739 -0.89677 6.15569 0.112
H -18.54956 0.51333 5.96944 0.114
H -17.15520 -2.16780 6.14010 0.133
H -16.60049 -0.50497 6.78107 0.081
O -21.74384 3.32600 7.84313 0.108
C -21.92110 2.17762 8.14465 -0.460
O -21.07513 1.19308 7.67796 -0.014
C -21.53899 -0.10532 8.15772 -0.149
C -22.17951 0.30031 9.50372 -0.130
C -23.01241 1.52079 8.98866 -0.047
H -20.61694 -0.65411 8.34923 0.114
H -22.24993 -0.54468 7.41310 0.143
H -21.35439 0.66758 10.07821 0.112
H -22.70931 -0.50004 9.96105 0.081
H -23.39320 2.20553 9.79553 0.135
H -23.88346 1.30435 8.42000 0.112
O -19.98501 -4.86554 14.29041 0.050
C -21.15583 -5.09904 14.64311 -0.367
O -21.35181 -5.74500 15.79867 0.072
C -22.76122 -6.01103 15.91519 -0.132
C -23.47012 -4.92218 15.18103 -0.120
C -22.49598 -4.72072 14.00846 -0.064
H -23.01094 -6.17583 16.98482 0.149
H -22.77956 -6.94564 15.31886 0.148
H -23.45471 -3.96293 15.65867 0.118
H -24.48562 -5.22782 14.90280 0.136
H -22.51827 -3.64390 13.68593 0.133
H -22.67507 -5.23264 13.10201 0.101
O -25.95259 -1.40625 13.89437 0.142
C -24.88635 -0.93915 13.78312 -0.512
O -24.28189 -0.49261 14.92424 0.011
C -23.09410 0.20369 14.67480 -0.163
C -23.03820 0.40973 13.13219 -0.115
C -24.03302 -0.62656 12.61149 -0.080
H -22.29694 -0.33571 15.17594 0.112
H -23.14186 1.20271 15.20599 0.141
H -22.04176 0.12708 12.81897 0.088
H -23.24932 1.42255 12.75766 0.125
H -23.63861 -1.60271 12.32109 0.114
H -24.63929 -0.36058 11.70189 0.149
O -25.45389 -2.48070 8.69014 0.123
C -26.03169 -3.02666 9.56688 -0.462
O -27.23810 -2.58658 10.00735 0.021
C -27.68722 -3.38233 11.16540 -0.127
C -26.41269 -4.04421 11.71477 -0.150
C -25.54186 -4.22392 10.45692 -0.032
H -28.39900 -4.13071 10.89452 0.112
H -28.05895 -2.63094 11.90040 0.134
H -26.77097 -4.91285 12.27015 0.111
H -26.05854 -3.24336 12.44333 0.103
H -25.75332 -5.15475 9.87383 0.142
H -24.53092 -4.09093 10.59118 0.068
```